Formula: C25H32ClCuNP2
Source: the Open Molecules 2025 dataset
Level of theory: ωB97M-V with the def2-TZVPD basis set

Geometry as XYZ:
```
62
Properties=species:S:1:pos:R:3
Cu -0.6430 0.4209 -0.4521
C 4.1910 0.0670 -1.3042
P 3.3593 0.3472 0.3106
C 4.8517 0.5452 1.3723
C 2.9577 -1.3904 0.7519
C 1.9320 -2.1320 -0.1061
P 0.0279 -1.7767 -0.1170
C -0.1835 -2.4352 1.5860
C -0.1834 -3.1967 -1.2652
H 4.9546 -0.7133 -1.2364
H 4.6555 0.9944 -1.6419
H 3.4517 -0.2241 -2.0506
H 5.5427 -0.2953 1.2615
H 4.5503 0.6177 2.4182
H 5.3716 1.4680 1.1108
H 2.6636 -1.4075 1.8069
H 3.9138 -1.9285 0.6931
H 1.9876 -3.1792 0.2047
H 2.2645 -2.1222 -1.1507
H 0.4798 -3.2860 1.7524
H -1.2078 -2.7448 1.7623
H 0.0743 -1.6505 2.3004
H 0.5347 -3.9828 -1.0304
H 0.0027 -2.8512 -2.2838
H -1.1823 -3.6049 -1.2192
N 0.8008 2.3558 0.2100
C 0.4237 3.6944 0.1626
C 1.4415 4.6528 0.1196
C 1.1682 5.9996 -0.0163
C -0.1531 6.4065 -0.1126
C -1.1593 5.4552 -0.0733
C -0.9246 4.0804 0.0770
C -2.1036 3.1490 0.0251
C -3.3147 3.7203 0.4566
C -4.5391 3.1321 0.2079
C -4.5599 1.9538 -0.5198
C -3.3610 1.3392 -0.8476
C -2.0793 1.8378 -0.5337
H 0.3311 1.7902 0.9061
H 1.7954 2.1891 0.2579
H 2.4682 4.3101 0.1961
H 1.9778 6.7185 -0.0538
H -0.4039 7.4520 -0.2412
H -2.1773 5.7873 -0.2177
H -3.2921 4.6505 1.0116
H -5.4533 3.5942 0.5623
H -5.4997 1.4835 -0.7884
H -3.4397 0.3850 -1.3476
Cl -3.4009 -3.4068 -2.7245
C -3.6145 -3.8831 -1.0428
C -4.1895 -5.1191 -0.8138
C -4.4566 -5.5481 0.4786
C -4.1510 -4.6818 1.5297
C -3.5818 -3.4511 1.2930
C -3.2522 -2.9728 -0.0128
C -2.5681 -1.7524 -0.2043
H -4.4389 -5.7415 -1.6644
H -4.9079 -6.5152 0.6566
H -4.3731 -4.9742 2.5505
H -3.3832 -2.7892 2.1294
H -2.6279 -1.3263 -1.1981
H -2.7415 -1.0137 0.5751
```

Computed properties:
Maximum force, eV/Å: 0.80
E_LUMO, eV: 2.6
Molecular weight, g mol⁻¹: 507.48
Gap between HOMO and LUMO, hartree: 0.202
Relative energy (zero: lowest compared OMol25 entry of this formula, charge and spin), kcal per mole: 45.18
Total charge: -1